# 1
Molecular formula: C4H4FNOS
Method: DFT, ωB97M-V/def2-TZVPD

Summary:
Multiplicity   1
HOMO-LUMO gap   9.071 eV
SMILES   Cc1oc(S)nc1F
Calculated total energy   -21300.7252 eV
Energy relative to the best compared isomer or geometry (same formula, charge and spin)   43.6 kcal per mole
E_LUMO   0.51 eV

```
12
Properties=species:S:1:pos:R:3:lowdin_charge:R:1
C -0.078 2.114 0.239 -0.02
C 0.005 0.506 0.057 -0.15
O 1.221 -0.252 0.000 0.05
C 0.792 -1.463 -0.325 -0.64
S 1.609 -3.095 -0.102 0.79
N -0.574 -1.582 -0.505 0.11
C -1.031 -0.345 -0.220 -0.34
F -2.258 0.209 -0.227 0.09
H 0.892 2.698 0.047 0.09
H -0.009 2.417 1.314 0.06
H -1.081 2.622 -0.101 0.11
H 0.513 -3.828 -0.177 -0.14
```

# 2
Molecular formula: C4H4FNOS
Method: DFT, ωB97M-V/def2-TZVPD

Summary:
Multiplicity   1
HOMO-LUMO gap   8.881 eV
SMILES   FCc1coc(=S)[nH]1
Calculated total energy   -21302.4189 eV
Energy relative to the best compared isomer or geometry (same formula, charge and spin)   4.5 kcal per mole
E_LUMO   0.60 eV

```
12
Properties=species:S:1:pos:R:3:lowdin_charge:R:1
F -2.878 -1.144 -0.280 -0.06
C -2.498 0.097 0.288 -0.11
C -1.052 0.374 0.107 -0.22
C -0.408 1.539 -0.057 -0.06
O 0.930 1.345 -0.178 0.00
C 1.188 0.011 -0.042 -0.91
S 2.643 -0.654 0.051 0.68
N -0.058 -0.585 0.025 0.11
H -2.793 0.137 1.324 0.12
H -3.112 0.860 -0.248 0.14
H -0.742 2.567 0.000 0.14
H -0.146 -1.602 0.114 0.17
```

Repeat the first record exactly.
Molecular formula: C4H4FNOS
Method: DFT, ωB97M-V/def2-TZVPD

Summary:
Multiplicity   1
HOMO-LUMO gap   9.071 eV
SMILES   Cc1oc(S)nc1F
Calculated total energy   -21300.7252 eV
Energy relative to the best compared isomer or geometry (same formula, charge and spin)   43.6 kcal per mole
E_LUMO   0.51 eV

```
12
Properties=species:S:1:pos:R:3:lowdin_charge:R:1
C -0.078 2.114 0.239 -0.02
C 0.005 0.506 0.057 -0.15
O 1.221 -0.252 0.000 0.05
C 0.792 -1.463 -0.325 -0.64
S 1.609 -3.095 -0.102 0.79
N -0.574 -1.582 -0.505 0.11
C -1.031 -0.345 -0.220 -0.34
F -2.258 0.209 -0.227 0.09
H 0.892 2.698 0.047 0.09
H -0.009 2.417 1.314 0.06
H -1.081 2.622 -0.101 0.11
H 0.513 -3.828 -0.177 -0.14
```